(1)
Formula: C32H40ClF18INO12
Source: OMol25
Level of theory: wB97M-V/def2-TZVPD

**E_HOMO**: -12.41 eV
**Charge**: +1
**Total energy**: -4756.280357 hartree
**Orbital gap**: 7.7 eV
**Lowest unoccupied orbital energy**: -4.711 eV

Atoms and positions in Å:
C -1.3629 -4.7593 0.6135
C -2.3403 -3.5290 0.8052
C -1.7278 -2.3140 1.6019
Cl -2.6171 -0.7478 1.2583
C -0.1800 -2.1508 1.4533
N 0.5662 -2.2337 2.6032
C 1.9428 -2.1451 2.5954
C 2.6727 -1.9624 1.3681
C 1.9289 -1.8476 0.1006
C 0.4646 -1.9589 0.1614
I -0.5838 -1.8499 -1.7187
H -0.9459 -4.7434 -0.4307
H -0.5099 -4.8006 1.3369
H -1.9746 -5.6865 0.7952
H -2.6839 -3.1720 -0.2016
H -3.2378 -3.8859 1.3696
H -1.9347 -2.5164 2.6927
H 0.0703 -2.3729 3.4899
H 2.4628 -2.2553 3.5714
H 3.7820 -1.9179 1.3640
H 2.4197 -1.6850 -0.8839
C -5.2596 1.5997 -1.3901
C -5.3313 0.1441 -0.9761
O -6.6283 -0.4020 -1.2610
C -6.8269 -0.8101 -2.5205
O -6.0109 -0.7456 -3.3940
C -8.2255 -1.4118 -2.6675
F -9.1666 -0.6661 -2.0642
F -8.2915 -2.6403 -2.1203
F -8.5919 -1.5355 -3.9474
H -6.0565 2.1614 -0.9297
H -4.3023 2.0377 -1.1009
H -5.3766 1.7067 -2.4702
H -5.1883 0.0614 0.1021
H -4.5473 -0.4497 -1.4516
C 5.5170 3.1651 -0.5454
C 6.2805 2.8634 0.7275
O 6.1712 1.4689 1.0700
C 7.0133 0.6436 0.4361
O 7.8222 0.9830 -0.3732
C 6.8213 -0.7902 0.9332
F 5.5120 -1.1384 1.0350
F 7.3572 -0.9708 2.1507
F 7.3839 -1.6942 0.1285
H 4.4784 2.8384 -0.4560
H 5.5338 4.2341 -0.7596
H 5.9466 2.6350 -1.3972
H 5.8482 3.4216 1.5583
H 7.3271 3.1614 0.6491
C 6.8086 -4.1266 -1.1291
C 6.7296 -5.5850 -0.7298
O 5.4228 -6.1176 -1.0105
C 5.2061 -6.5098 -2.2725
O 6.0097 -6.4437 -3.1549
C 3.7993 -7.0952 -2.4080
F 2.8699 -6.3427 -1.7820
F 3.7243 -8.3265 -1.8743
F 3.4134 -7.2000 -3.6835
H 6.0116 -3.5547 -0.6495
H 7.7681 -3.7020 -0.8441
H 6.6839 -4.0067 -2.2042
H 6.8807 -5.6825 0.3458
H 7.5044 -6.1784 -1.2180
C -2.7417 6.8474 2.6482
C -2.8165 5.3929 3.0641
O -4.1174 4.8480 2.7819
C -4.3227 4.4391 1.5269
O -3.5130 4.4984 0.6466
C -5.7236 3.8420 1.3894
F -6.6638 4.5879 1.9965
F -5.7994 2.6123 1.9361
F -6.1047 3.7134 0.1109
H -3.5439 7.4212 3.1162
H -1.7830 7.2808 2.9357
H -2.8598 6.9548 1.5687
H -2.6725 5.3098 4.1416
H -2.0357 4.7972 2.5874
C 11.4832 -2.0413 -6.0371
C 10.1087 -2.6408 -6.2504
O 9.3301 -2.5746 -5.0419
C 8.7211 -1.4100 -4.8000
O 8.7839 -0.4456 -5.5050
C 7.8949 -1.5040 -3.5164
F 8.5639 -2.1145 -2.5188
F 6.7582 -2.2045 -3.7075
F 7.5290 -0.3031 -3.0534
H 11.9832 -2.5204 -5.1928
H 12.0989 -2.1645 -6.9288
H 11.4169 -0.9767 -5.8070
H 10.2021 -3.6975 -6.5016
H 9.5829 -2.1585 -7.0762
C -9.1126 5.1434 3.4502
C -10.4841 4.5299 3.2578
O -11.2488 4.5986 4.4724
C -11.8663 5.7622 4.7110
O -11.8171 6.7193 3.9947
C -12.6785 5.6743 6.0043
F -11.9932 5.0793 6.9974
F -13.8066 4.9622 5.8294
F -13.0448 6.8790 6.4562
H -8.5980 4.6764 4.2930
H -8.5068 5.0195 2.5543
H -9.1864 6.2095 3.6727
H -10.3836 3.4718 3.0137
H -11.0231 5.0006 2.4337

Atomic forces in eV per Å
-0.5 0.0 0.0
0.1 -0.1 -0.2
0.2 -0.6 0.8
0.8 -0.9 0.2
-0.3 0.3 -1.6
0.9 0.3 -1.7
0.6 0.0 -1.4
-2.1 -0.1 -0.5
-1.6 -0.4 2.5
1.6 0.0 1.2
0.7 0.1 1.2
-0.4 -0.2 1.1
-0.7 0.2 -0.5
0.8 0.8 -0.5
0.2 -0.3 1.1
0.7 0.6 -0.4
0.3 0.3 -1.0
0.3 0.1 -0.4
-0.6 0.1 -0.9
-1.3 -0.1 0.2
-0.3 -0.2 1.0
-0.1 -0.3 -0.6
0.6 0.5 0.1
-0.4 -0.5 -0.3
1.0 0.5 0.5
-0.5 -0.2 -0.1
-1.6 -0.5 -0.3
0.5 0.1 0.0
0.4 0.3 0.0
0.5 0.2 0.2
0.0 -0.4 -0.1
0.0 0.0 0.0
0.2 -0.1 0.0
-0.3 -0.1 0.0
-0.2 -0.1 -0.1
0.0 -0.3 -0.2
-0.1 0.8 -0.2
0.2 -0.8 0.2
-0.2 1.5 -0.1
0.0 -0.7 0.1
0.4 -1.4 0.4
0.2 0.5 -0.1
-0.1 0.4 -0.2
-0.1 0.9 0.1
0.0 0.1 0.1
0.0 0.0 0.1
0.1 0.1 0.0
0.0 -0.3 0.1
0.0 -0.3 -0.1
-0.3 -0.2 -0.3
0.6 0.4 0.2
-0.5 -0.4 -0.2
1.1 0.5 0.6
-0.5 -0.2 -0.2
-1.3 -0.6 -0.4
0.4 0.1 0.0
0.4 0.3 0.0
0.5 0.2 0.3
0.1 -0.1 0.1
0.0 -0.1 0.0
0.1 -0.1 0.1
-0.3 -0.2 0.0
-0.2 0.0 -0.1
-0.2 0.1 -0.3
0.6 0.5 0.2
-0.5 -0.5 -0.4
1.1 0.5 0.6
-0.5 -0.3 -0.2
-1.6 -0.4 -0.2
0.9 -0.1 -0.2
0.5 0.2 0.0
0.4 0.9 0.7
0.1 0.0 0.1
0.0 -0.1 0.0
0.1 -0.1 0.0
-0.3 -0.1 -0.1
-0.2 0.0 -0.2
0.0 0.2 0.3
0.6 -0.1 -0.6
-0.6 0.2 0.5
0.8 -0.5 -1.1
-0.4 0.1 0.5
-0.6 0.1 1.4
0.1 0.2 -0.5
0.3 0.1 -0.4
0.2 -0.2 -0.5
0.0 -0.1 -0.1
-0.1 0.0 0.0
0.0 0.0 -0.1
-0.2 0.0 0.3
-0.1 0.1 0.2
-0.1 0.3 0.2
0.5 -0.1 -0.5
-0.5 0.2 0.4
0.7 -0.4 -1.0
-0.3 0.1 0.5
-0.8 0.0 1.4
0.1 0.1 -0.4
0.3 0.1 -0.3
0.3 -0.1 -0.5
0.0 -0.1 -0.1
-0.4 0.0 0.2
-0.1 0.0 -0.1
-0.2 0.0 0.3
-0.1 0.1 0.2

---

(2)
Formula: C2H12NSi2
Source: OMol25
Level of theory: wB97M-V/def2-TZVPD

**E_HOMO**: -16.67 eV
**Charge**: +1
**Total energy**: -716.872730 hartree
**Orbital gap**: 13.3 eV
**Lowest unoccupied orbital energy**: -3.383 eV

Atoms and positions in Å:
C 0.0000 -0.9280 1.1911
N 0.0000 -0.0660 0.0000
C 0.0000 -0.9280 -1.1911
Si 1.5585 0.9740 0.0000
Si -1.5585 0.9740 0.0000
H 0.0000 -0.3254 2.0961
H -0.8817 -1.5683 1.2011
H 0.8816 -1.5684 1.2011
H -0.0001 -0.3254 -2.0961
H 0.8817 -1.5683 -1.2011
H -0.8816 -1.5684 -1.2011
H 1.4375 1.7397 1.2313
H 2.6153 -0.0284 0.0014
H 1.4388 1.7377 -1.2327
H -2.6153 -0.0284 -0.0001
H -1.4381 1.7388 -1.2320
H -1.4383 1.7386 1.2321

Atomic forces in eV per Å
0.0 -0.4 0.9
0.0 0.7 0.0
0.0 -0.4 -0.9
-0.5 -0.3 0.0
0.5 -0.3 0.0
0.0 0.1 0.1
0.0 0.0 -0.1
0.0 0.0 -0.1
0.0 0.1 -0.1
0.0 0.0 0.1
0.0 0.0 0.1
0.1 0.2 0.2
0.2 -0.1 0.0
0.1 0.2 -0.2
-0.2 -0.1 0.0
-0.1 0.2 -0.2
-0.1 0.2 0.2

---

(3)
Formula: CH6N2O2S
Source: OMol25
Level of theory: wB97M-V/def2-TZVPD

**E_HOMO (alpha / beta)**: -10.68 / -9.04 eV
**Charge**: 0
**Total energy**: -699.676739 hartree
**Orbital gap (alpha / beta)**: 9.3 / 8.2 eV
**Lowest unoccupied orbital energy (alpha / beta)**: -1.424 / -0.890 eV

Atoms and positions in Å:
C 0.1649 -0.9568 1.5936
N -1.8150 0.0613 -1.6926
N 1.2647 1.9047 -0.5311
O 0.0717 -1.5129 -1.2184
O -0.9372 -0.4716 0.8486
S -0.6403 -0.3489 -0.8037
H 0.6994 -1.7136 1.0275
H -0.2190 -1.3430 2.6618
H 0.9903 -0.3342 1.8052
H -2.5567 0.6481 -1.4701
H 2.1870 1.6614 -1.0141
H 0.7903 2.4055 -1.2066

Atomic forces in eV per Å
-0.3 -2.4 2.3
2.1 -2.2 0.2
2.7 -2.0 1.4
0.4 -0.9 -0.3
-0.4 0.6 -1.1
-0.6 2.1 0.3
-0.6 -0.8 0.2
0.6 0.7 -2.7
0.3 2.0 0.1
-1.2 1.4 1.0
-1.4 0.2 0.7
-1.5 1.5 -2.1

---

(4)
Formula: C20H39BrCl34NO2
Source: OMol25
Level of theory: wB97M-V/def2-TZVPD

**E_HOMO**: -2.62 eV
**Charge**: -1
**Total energy**: -19211.172166 hartree
**Orbital gap**: 3.7 eV
**Lowest unoccupied orbital energy**: 1.083 eV

Atoms and positions in Å:
O -3.9923 3.6839 -2.9115
C -4.6467 4.6989 -3.0552
O -4.2166 5.8697 -2.4693
C -5.9353 4.8165 -3.8213
C -7.0461 5.5254 -3.0020
N -7.2491 5.0546 -1.6589
Br -7.9467 3.2643 -1.8273
H -4.4338 6.5734 -3.0848
H -5.7214 5.4683 -4.6801
H -6.2569 3.8551 -4.1990
H -7.9689 5.4984 -3.5975
H -6.7343 6.5696 -2.8910
C -1.3559 5.4646 -5.2431
Cl -0.3326 5.9606 -6.6038
Cl -3.0663 5.7610 -5.5473
H -1.2212 4.4062 -5.0743
H -1.0594 6.0251 -4.3645
C 1.6320 3.4772 -2.9205
Cl 0.7568 3.0002 -4.3790
Cl 2.8210 4.7444 -3.2368
H 0.9164 3.8438 -2.1943
H 2.1539 2.6081 -2.5366
C 6.4601 2.5947 -2.6483
Cl 4.8999 2.3229 -1.8755
Cl 7.1885 4.1311 -2.1525
H 7.1297 1.7904 -2.3674
H 6.3151 2.6138 -3.7216
C 3.3587 -1.7184 -1.7098
Cl 4.1010 -1.0282 -0.2552
Cl 3.6164 -0.6982 -3.1274
H 3.8063 -2.6874 -1.8903
H 2.2936 -1.8133 -1.5366
C 5.8333 -5.5872 -1.8241
Cl 6.8419 -5.1432 -3.2115
Cl 4.1250 -5.2140 -2.1126
H 5.9267 -6.6524 -1.6500
H 6.1741 -5.0331 -0.9642
C 4.2396 -7.0058 1.8976
Cl 4.8408 -5.4377 1.3455
Cl 5.1111 -8.3528 1.1399
H 4.3658 -7.0635 2.9756
H 3.1939 -7.0862 1.6326
C -10.2632 7.5074 -4.5912
Cl -10.0031 9.1935 -5.0873
Cl -9.3405 6.3816 -5.5762
H -9.9480 7.3976 -3.5586
H -11.3169 7.2824 -4.6966
C 4.7998 -6.0960 6.0372
Cl 6.2704 -6.9448 6.5188
Cl 3.6528 -7.1790 5.2296
H 4.3225 -5.6967 6.9233
H 5.0629 -5.3007 5.3494
C -10.7718 3.5941 0.7475
Cl -9.9269 4.3654 2.1004
Cl -10.8143 4.6144 -0.6779
H -10.2421 2.6823 0.4919
H -11.7862 3.3785 1.0620
C 2.3907 -6.3519 9.7544
Cl 2.9053 -4.7661 9.1682
Cl 3.2741 -7.6689 8.9699
H 2.5753 -6.4016 10.8203
H 1.3355 -6.4725 9.5430
C 0.1316 -6.0298 0.5615
Cl 0.4126 -6.6897 2.1801
Cl 1.6247 -5.8789 -0.3792
H -0.5431 -6.6936 0.0350
H -0.3083 -5.0459 0.6678
C 2.9955 -10.6161 -0.6794
Cl 3.2972 -11.7636 -1.9915
Cl 1.4369 -9.8010 -0.8797
H 2.9843 -11.1583 0.2580
H 3.7878 -9.8787 -0.6768
C 10.3306 6.0974 -3.2528
Cl 11.3212 5.9632 -4.7118
Cl 11.2967 6.5275 -1.8361
H 9.5867 6.8684 -3.4104
H 9.8530 5.1430 -3.0696
C 5.8485 -10.1152 9.7852
Cl 5.9736 -11.2991 11.0936
Cl 6.8182 -8.6732 10.0992
H 6.2014 -10.5745 8.8700
H 4.8122 -9.8195 9.6899
C -10.3233 2.3554 5.3687
Cl -10.1374 1.2689 3.9935
Cl -11.9444 3.0598 5.4489
H -10.1490 1.7947 6.2787
H -9.6037 3.1591 5.2681
C 7.5977 -2.2369 -0.5368
Cl 7.6244 -3.4242 0.7800
Cl 8.5968 -0.8245 -0.1785
H 7.9756 -2.7132 -1.4338
H 6.5755 -1.9064 -0.6768
C -9.1010 12.0878 -2.8970
Cl -9.8937 12.1493 -1.3162
Cl -7.4047 11.6165 -2.7702
H -9.6156 11.3588 -3.5111
H -9.1530 13.0729 -3.3443

Atomic forces in eV per Å
-0.7 1.2 -0.1
0.5 -1.2 0.6
0.5 -0.6 -0.4
0.1 0.7 -0.2
-0.1 -0.6 0.6
0.2 0.3 0.0
0.1 -0.4 -0.1
-0.4 0.4 0.1
0.0 -0.1 -0.2
0.1 -0.3 0.1
0.2 0.1 -0.3
-0.1 0.2 0.1
-0.1 0.0 0.1
0.0 0.0 0.0
0.1 0.1 -0.3
-0.1 0.0 -0.1
0.0 0.1 0.0
0.0 -0.1 0.1
0.2 -0.2 0.0
-0.1 0.1 -0.1
0.0 0.1 0.0
0.0 0.0 -0.1
0.0 -0.1 -0.1
0.1 0.0 0.1
0.0 0.0 0.0
0.0 0.0 0.1
0.0 0.1 0.0
0.0 0.0 0.0
0.0 0.0 0.1
-0.1 -0.1 -0.1
0.0 0.1 0.0
0.0 0.1 0.0
0.0 -0.1 -0.2
0.0 0.0 0.0
0.2 -0.1 -0.2
0.0 0.0 0.0
0.0 0.1 0.1
0.0 0.1 0.1
0.0 0.0 0.3
0.1 0.0 0.0
0.1 -0.1 -0.4
0.0 0.0 -0.1
0.0 -0.2 0.2
0.0 0.0 0.0
-0.2 0.1 -0.3
0.1 0.0 0.0
0.0 0.0 -0.1
0.0 0.1 0.0
0.0 0.0 0.0
-0.1 0.0 0.3
0.0 -0.1 0.0
0.0 -0.1 -0.1
0.0 -0.2 -0.1
0.0 0.1 0.1
-0.3 0.2 0.0
0.1 0.1 0.0
0.0 0.1 0.0
-0.1 0.0 0.1
0.0 0.0 0.0
0.0 0.0 0.0
0.1 0.0 0.0
0.0 0.0 -0.1
-0.1 0.0 -0.1
0.0 0.0 0.0
-0.2 0.0 0.2
0.0 -0.1 0.0
0.0 0.0 0.0
0.0 0.0 0.0
0.1 0.0 0.0
0.1 0.0 0.1
-0.1 0.0 0.0
-0.1 0.1 -0.1
-0.1 0.0 0.0
0.0 0.0 0.0
0.0 0.0 0.0
0.0 0.1 0.0
0.1 0.0 0.0
0.0 0.0 -0.1
0.0 0.0 0.0
0.0 0.0 0.0
0.1 0.0 0.0
0.0 0.0 0.1
0.1 0.1 0.0
0.0 -0.1 0.0
0.0 0.0 0.0
0.0 0.0 0.0
0.0 0.0 -0.1
0.0 0.0 -0.1
0.0 0.0 -0.1
0.0 0.0 0.0
0.1 0.0 0.0
0.0 0.0 0.1
0.0 0.0 -0.1
0.0 0.0 0.0
0.0 0.0 0.0
0.0 -0.1 0.1
0.0 0.0 0.1